Record 1
A cluster of 13 separate species, H28NO12 in total at a distorted geometry, computed with wB97M-V/def2-TZVPD.

As for the charge: +1. For the energy relative to the best compared isomer or geometry (same formula, charge and spin), the calculation gives 4.660 eV. The largest force on an atom comes out at 10.1 eV/A. For the HOMO-LUMO gap, the calculation gives 9.90 eV.

Last column: natural (NBO) charge in e.
Geometry (Å):
N  0.272  -0.116  0.160  -0.85
H  -0.188  0.699  -0.090  0.45
H  -0.040  -0.808  -0.438  0.43
H  -0.043  -0.287  1.034  0.43
H  1.307  0.133  0.087  0.46
O  -0.377  2.426  0.943  -0.90
H  0.462  2.392  0.881  0.46
H  -0.762  2.933  0.360  0.46
O  -2.658  2.549  -1.191  -0.98
H  -1.576  2.283  -1.133  0.49
H  -2.931  2.276  -2.010  0.46
O  -1.871  -0.020  -1.996  -0.97
H  -1.657  -0.884  -2.385  0.48
H  -2.737  -0.013  -1.710  0.49
O  1.333  -2.905  -1.085  -0.97
H  1.641  -3.227  -1.878  0.48
H  1.881  -3.285  -0.301  0.50
O  -3.037  1.080  1.135  -0.92
H  -3.853  0.684  0.781  0.45
H  -2.717  1.252  0.261  0.46
O  -0.113  1.932  -1.935  -0.94
H  -0.381  1.285  -2.455  0.48
H  0.695  2.456  -2.433  0.50
O  0.063  0.017  3.814  -0.95
H  -0.195  -0.126  4.663  0.46
H  0.070  -0.970  3.513  0.48
O  2.160  2.502  0.181  -0.97
H  3.107  2.822  0.102  0.49
H  2.311  1.614  0.395  0.47
O  0.758  -2.516  2.548  -0.96
H  0.808  -3.300  2.960  0.47
H  -0.004  -2.864  1.889  0.49
O  1.269  0.190  -2.638  -0.94
H  1.346  0.907  -3.213  0.47
H  0.999  -0.586  -3.216  0.48
O  2.857  0.007  0.877  -0.96
H  3.522  -0.539  0.342  0.50
H  3.409  0.032  1.625  0.51
O  -1.482  -2.978  0.608  -0.96
H  -2.422  -3.121  0.569  0.49
H  -1.228  -3.927  0.375  0.48


Record 2
A cluster of 14 separate species, H28O14 in total at a distorted geometry, computed with wB97M-V/def2-TZVPD.

For the energy relative to the best compared isomer or geometry (same formula, charge and spin), the calculation gives 4.156 eV. The largest force on an atom comes out at 2.0 eV/A. For the HOMO-LUMO gap, the calculation gives 10.61 eV.

Last column: natural (NBO) charge in e.
Geometry (Å):
H  0.934  -0.199  0.730  0.46
H  -0.276  -1.118  0.685  0.47
H  2.846  -0.650  1.215  0.45
H  2.552  0.822  0.977  0.45
H  -4.030  2.509  -0.837  0.47
H  -4.609  1.456  0.095  0.47
H  -0.072  3.913  -0.982  0.46
H  0.115  4.862  0.190  0.47
H  2.765  2.327  -0.159  0.47
H  2.027  3.326  -1.035  0.47
H  1.719  0.303  -2.393  0.45
H  2.626  1.460  -2.779  0.49
H  -0.973  -0.987  2.398  0.49
H  -1.916  -2.077  1.915  0.47
H  -5.315  -2.400  0.100  0.46
H  -4.495  -1.408  -0.708  0.47
H  -0.885  -4.507  0.233  0.48
H  -0.519  -3.077  0.597  0.44
H  -1.070  4.333  2.625  0.47
H  -1.393  2.851  2.522  0.48
H  -1.506  -1.831  -0.820  0.44
H  -1.656  -1.463  -2.287  0.49
H  -0.484  0.341  -2.500  0.46
H  -0.380  -0.225  -1.093  0.48
H  2.216  -2.449  0.820  0.45
H  1.893  -3.542  1.827  0.49
H  4.185  -1.031  0.016  0.44
H  4.907  -1.797  -1.080  0.47
O  -0.012  -0.201  0.545  -0.93
O  2.930  0.217  1.626  -0.89
O  -3.852  2.044  -0.012  -0.94
O  -0.400  4.742  -0.616  -0.93
O  2.539  2.510  -1.078  -0.94
O  2.519  0.508  -2.889  -0.94
O  -1.680  -1.155  1.765  -0.93
O  -5.206  -2.054  -0.792  -0.93
O  -0.147  -3.887  0.230  -0.93
O  -0.743  3.464  2.884  -0.95
O  -1.620  -2.222  -1.694  -0.94
O  -0.978  0.256  -1.677  -0.96
O  2.370  -2.709  1.736  -0.95
O  5.068  -1.253  -0.301  -0.92